# 1
{
  "formula": "C3H7NOS",
  "method": "ωB97M-V/def2-TZVPD",
  "e_lumo_ev": [0.068, -0.584],
  "total_energy_ha": -646.526772,
  "species": ["C", "C", "C", "N", "O", "S", "H", "H", "H", "H", "H", "H", "H"],
  "coordinates": [[-0.252, 1.145, -0.894], [1.256, 1.374, -0.714], [0.661, 0.061, -0.524], [-1.756, -2.363, 2.456], [2.108, 1.644, -1.776], [-0.482, -1.370, 2.131], [-0.862, 1.605, -0.132], [-0.726, 1.133, -1.869], [1.543, 1.984, 0.134], [0.850, -0.844, -1.066], [-1.659, -3.349, 2.267], [-2.690, -1.985, 2.441], [2.009, 0.965, -2.454]],
  "atomic_forces_ev_per_a": [[-0.075, 0.062, -0.005], [-0.131, -0.134, 0.084], [-0.126, 0.040, 0.250], [0.322, 0.174, -0.294], [0.223, 0.018, -0.399], [-0.080, -0.041, 0.093], [-0.112, 0.081, 0.194], [0.127, 0.034, -0.122], [-0.099, -0.034, 0.068], [0.098, -0.242, -0.114], [-0.128, 0.060, 0.076], [-0.004, -0.094, 0.042], [-0.015, 0.077, 0.128]]
}


# 2
{
  "formula": "C2H4NO2",
  "method": "ωB97M-V/def2-TZVPD",
  "e_lumo_ev": 4.389,
  "total_energy_ha": -283.888179,
  "charge": -1,
  "species": ["C", "N", "C", "O", "O", "H", "H", "H", "H"],
  "coordinates": [[0.239, -1.134, 0.143], [0.585, 0.291, -0.099], [-0.473, 1.344, 0.089], [-0.450, 2.339, -0.646], [-1.271, 1.221, 1.003], [1.077, -1.640, 0.519], [-0.059, -1.587, -0.777], [-0.769, -1.287, 0.761], [1.120, 0.453, -0.993]],
  "atomic_forces_ev_per_a": [[-3.002, 1.806, 0.124], [-0.422, 0.447, -0.540], [0.663, 0.217, -0.401], [1.320, 0.352, -1.624], [-0.927, -1.762, 1.826], [0.976, -0.947, 0.958], [0.017, -0.643, -1.051], [2.544, 0.839, -0.676], [-1.168, -0.309, 1.385]]
}


# 3
{
  "formula": "C8H10O",
  "method": "ωB97M-V/def2-TZVPD",
  "e_lumo_ev": 0.918,
  "total_energy_ha": -385.895015,
  "species": ["C", "C", "C", "C", "C", "C", "C", "C", "O", "H", "H", "H", "H", "H", "H", "H", "H", "H", "H"],
  "coordinates": [[-1.062, -1.759, 0.459], [-3.355, -0.360, -0.776], [0.231, 0.329, -1.468], [0.219, -1.441, 0.484], [0.862, -0.449, -0.333], [0.132, 0.913, -0.304], [2.336, -0.354, -0.178], [-0.355, 2.028, 0.512], [-3.665, 0.342, 0.059], [-1.569, -2.396, 1.160], [0.268, 0.441, -2.568], [-1.794, -1.265, -0.381], [0.791, -1.785, 1.319], [2.737, 0.191, 0.606], [2.972, -0.116, -1.107], [2.690, -1.367, 0.204], [0.173, 2.192, 1.549], [-1.503, 1.849, 0.778], [-0.109, 3.007, -0.014]],
  "atomic_forces_ev_per_a": [[-2.227, 1.159, -2.441], [-0.982, 1.015, 0.395], [0.139, 0.499, 0.174], [-1.327, -0.874, 0.603], [0.153, 2.908, -0.423], [0.148, -0.897, -1.430], [2.340, -3.202, -1.606], [-0.531, 1.413, 2.156], [0.215, -0.515, -0.632], [0.123, -0.187, 0.217], [-0.377, -0.322, 0.942], [2.502, -1.723, 2.146], [0.525, -0.468, 0.329], [0.213, 2.011, 1.582], [-1.284, -0.316, 1.198], [-0.168, 0.713, -0.979], [-0.840, -0.858, -1.894], [2.407, 0.752, -0.791], [-1.030, -1.109, 0.452]]
}


# 4
{
  "formula": "C4H4O2",
  "method": "ωB97M-V/def2-TZVPD",
  "e_lumo_ev": 0.552,
  "total_energy_ha": -305.095350,
  "species": ["O", "C", "C", "O", "C", "C", "H", "H", "H", "H"],
  "coordinates": [[-0.683, -0.946, -1.464], [-0.443, -0.949, -0.112], [0.719, -0.048, 0.263], [0.973, 0.867, -0.674], [-1.036, 0.144, 0.784], [-0.278, 1.202, 0.630], [-0.190, -0.168, -1.798], [-0.524, -1.951, 0.302], [1.448, -0.307, 1.032], [0.013, 2.157, 1.039]],
  "atomic_forces_ev_per_a": [[0.053, 0.143, -0.068], [0.099, -0.258, 0.153], [0.409, -0.173, -0.084], [-0.005, 0.003, 0.117], [0.008, 0.366, -0.081], [-0.308, 0.030, 0.339], [-0.109, -0.109, -0.049], [-0.003, 0.158, -0.036], [-0.128, 0.033, -0.115], [-0.016, -0.192, -0.176]]
}


# 5
{
  "formula": "C4H6N4",
  "method": "ωB97M-V/def2-TZVPD",
  "e_lumo_ev": 0.834,
  "total_energy_ha": -374.937509,
  "species": ["C", "C", "C", "C", "H", "H", "H", "H", "H", "H", "N", "N", "N", "N"],
  "coordinates": [[-2.168, -0.719, 0.195], [-2.103, 0.747, 0.333], [0.943, 1.074, -0.084], [0.936, -1.086, -0.031], [-3.048, -1.135, -0.329], [-1.709, -1.424, 0.965], [-1.619, 1.191, 1.203], [-2.887, 1.362, -0.084], [0.615, 2.131, -0.301], [0.562, -2.116, -0.070], [-1.204, 0.009, -0.671], [0.107, -0.024, -0.175], [2.154, 0.680, 0.135], [2.147, -0.680, 0.160]],
  "atomic_forces_ev_per_a": [[0.311, -1.216, 0.721], [0.618, -0.467, -0.060], [-1.231, 0.881, -0.689], [-1.031, -0.693, -0.178], [0.852, 0.174, 0.171], [-0.752, 1.276, -0.946], [0.098, -0.291, -0.276], [0.091, -0.118, -0.296], [0.345, -1.518, 0.512], [0.416, 0.549, 0.015], [-1.354, 0.775, 0.702], [0.467, 0.918, -0.028], [0.329, 0.315, -0.046], [0.843, -0.585, 0.399]]
}


# 6
{
  "formula": "C43H38GeLiN7S",
  "method": "ωB97M-V/def2-TZVPD",
  "e_lumo_ev": [4.351, 4.351],
  "total_energy_ha": -4527.278426,
  "charge": -2,
  "species": ["Li", "C", "C", "C", "C", "C", "N", "C", "C", "C", "C", "C", "C", "C", "N", "C", "C", "C", "N", "C", "C", "N", "C", "C", "C", "N", "H", "H", "H", "H", "H", "H", "H", "H", "H", "H", "H", "H", "H", "H", "H", "H", "H", "H", "C", "Ge", "C", "C", "C", "C", "C", "C", "C", "C", "C", "C", "C", "C", "C", "C", "C", "C", "C", "C", "H", "H", "H", "H", "H", "H", "H", "H", "H", "H", "H", "H", "H", "H", "H", "H", "S", "C", "N", "C", "C", "C", "N", "H", "H", "H", "H"],
  "coordinates": [[0.787, -1.404, -0.268], [-3.993, -0.561, 3.777], [-2.611, -0.990, 3.369], [-1.471, -0.328, 3.821], [-0.210, -0.649, 3.364], [0.019, -1.653, 2.393], [1.207, -1.912, 1.787], [2.377, -1.773, 2.445], [2.563, -2.010, 3.831], [3.798, -1.947, 4.444], [4.958, -1.650, 3.734], [6.315, -1.648, 4.384], [4.807, -1.412, 2.372], [3.571, -1.447, 1.744], [3.539, -1.089, 0.366], [4.178, -0.037, -0.193], [4.001, -0.120, -1.553], [3.224, -1.279, -1.734], [2.951, -1.861, -0.575], [-1.155, -2.314, 1.949], [-2.419, -1.986, 2.422], [-1.076, -3.306, 0.925], [-1.778, -4.457, 0.861], [-1.566, -5.002, -0.385], [-0.698, -4.093, -1.018], [-0.406, -3.083, -0.219], [-3.995, -0.121, 4.777], [-4.690, -1.403, 3.780], [-4.390, 0.194, 3.092], [-1.577, 0.497, 4.520], [0.641, -0.076, 3.708], [1.691, -2.259, 4.423], [3.861, -2.145, 5.512], [6.244, -1.409, 5.448], [6.977, -0.910, 3.925], [6.813, -2.620, 4.305], [5.676, -1.187, 1.761], [4.669, 0.691, 0.431], [4.332, 0.574, -2.306], [2.833, -1.700, -2.652], [-3.277, -2.488, 1.987], [-2.356, -4.784, 1.709], [-1.960, -5.925, -0.775], [-0.274, -4.106, -2.011], [0.400, 0.649, -0.066], [-1.058, 1.838, -0.300], [-2.606, 0.920, -1.112], [-3.474, 1.509, -2.027], [-4.553, 0.806, -2.551], [-4.778, -0.508, -2.168], [-3.916, -1.115, -1.263], [-2.843, -0.404, -0.746], [-1.802, 2.569, 1.400], [-0.933, 3.017, 2.396], [-1.403, 3.462, 3.624], [-2.766, 3.454, 3.891], [-3.647, 3.003, 2.918], [-3.166, 2.570, 1.688], [-0.733, 3.380, -1.495], [-1.085, 4.696, -1.204], [-0.832, 5.727, -2.102], [-0.223, 5.452, -3.318], [0.134, 4.144, -3.626], [-0.116, 3.119, -2.723], [1.232, 1.206, 0.405], [-3.299, 2.532, -2.349], [-5.208, 1.282, -3.272], [-5.610, -1.063, -2.587], [-4.064, -2.151, -0.977], [-2.159, -0.893, -0.060], [0.137, 2.991, 2.214], [-0.703, 3.799, 4.381], [-3.138, 3.788, 4.853], [-4.713, 2.978, 3.119], [-3.869, 2.205, 0.944], [-1.563, 4.925, -0.255], [-1.111, 6.746, -1.852], [-0.027, 6.251, -4.024], [0.613, 3.916, -4.572], [0.170, 2.101, -2.975], [-0.002, -1.248, -3.681], [1.172, -1.254, -4.929], [0.926, -0.347, -5.969], [1.641, -0.391, -7.168], [2.781, -1.166, -7.177], [3.084, -1.915, -6.052], [2.248, -2.007, -4.954], [0.023, 0.089, -5.915], [1.299, 0.235, -7.977], [3.422, -1.191, -8.050], [3.985, -2.517, -6.008]],
  "atomic_forces_ev_per_a": [[0.211, -0.052, 0.087], [-0.073, -0.018, 0.020], [0.015, -0.029, -0.059], [0.016, 0.014, 0.047], [0.071, -0.018, -0.014], [-0.122, -0.099, -0.088], [0.034, 0.102, 0.098], [-0.031, -0.020, -0.059], [-0.044, -0.001, -0.007], [-0.007, 0.014, 0.028], [-0.007, -0.005, -0.056], [0.068, -0.002, 0.029], [-0.063, -0.001, 0.013], [0.062, -0.006, 0.063], [-0.012, -0.019, -0.093], [-0.018, 0.018, 0.033], [0.017, 0.007, 0.025], [-0.060, -0.026, -0.023], [-0.013, -0.025, 0.009], [0.033, 0.088, 0.099], [0.033, 0.061, -0.014], [0.043, -0.121, -0.063], [-0.027, 0.009, 0.057], [0.044, -0.011, 0.055], [0.109, 0.019, -0.038], [-0.279, 0.193, -0.071], [0.021, 0.007, -0.005], [0.013, -0.012, -0.003], [0.016, -0.018, 0.019], [-0.025, -0.014, -0.010], [0.023, -0.005, 0.001], [-0.024, 0.004, -0.014], [0.019, 0.000, -0.006], [-0.020, 0.002, -0.006], [-0.011, -0.002, -0.005], [-0.010, 0.006, -0.005], [0.015, -0.001, 0.016], [0.002, 0.012, -0.037], [0.004, -0.005, 0.017], [0.003, 0.042, -0.011], [-0.006, 0.000, -0.003], [-0.016, -0.034, -0.037], [-0.007, -0.001, 0.010], [-0.030, 0.006, 0.000], [0.022, 0.000, 0.071], [0.017, -0.185, 0.005], [0.038, -0.020, 0.039], [-0.029, 0.060, 0.003], [-0.007, 0.011, -0.016], [0.008, -0.019, 0.014], [-0.023, 0.007, -0.021], [0.040, -0.075, 0.010], [0.001, 0.042, -0.018], [0.063, 0.000, -0.013], [0.002, 0.015, 0.016], [-0.022, 0.011, 0.009], [0.007, 0.030, 0.003], [-0.032, -0.018, -0.021], [-0.064, 0.013, -0.027], [0.000, 0.028, 0.038], [0.004, 0.006, 0.004], [0.000, 0.013, -0.022], [0.019, -0.016, -0.024], [0.015, 0.003, -0.031], [-0.020, 0.026, -0.008], [0.003, -0.003, 0.007], [-0.005, -0.004, -0.001], [0.002, 0.001, -0.002], [0.002, -0.007, -0.003], [-0.020, 0.058, -0.040], [-0.010, 0.003, -0.011], [-0.007, -0.001, 0.005], [0.001, -0.004, -0.002], [0.004, 0.008, 0.011], [0.025, 0.003, -0.004], [-0.003, -0.024, -0.006], [-0.001, -0.001, -0.009], [0.006, -0.003, 0.004], [-0.006, 0.016, 0.001], [-0.020, 0.006, 0.023], [0.073, -0.071, -0.016], [-0.139, 0.036, 0.099], [0.048, -0.103, -0.074], [0.083, -0.031, 0.059], [-0.067, 0.072, -0.047], [0.037, -0.051, 0.027], [0.033, 0.044, -0.011], [-0.021, 0.049, 0.003], [0.007, 0.001, -0.001], [-0.010, 0.006, -0.009], [-0.024, 0.009, -0.012]]
}


# 7
{
  "formula": "C11H10O",
  "method": "ωB97M-V/def2-TZVPD",
  "e_lumo_ev": -0.099,
  "total_energy_ha": -500.279760,
  "species": ["C", "C", "C", "C", "C", "C", "C", "C", "C", "C", "C", "H", "H", "H", "H", "H", "H", "H", "H", "H", "H", "O"],
  "coordinates": [[-3.268, -0.139, 0.056], [-1.803, 0.353, -0.006], [-1.304, 1.681, -0.103], [0.024, 2.040, -0.061], [0.850, 0.864, -0.116], [2.289, 1.129, 0.108], [3.241, 0.077, 0.093], [2.759, -1.279, -0.152], [1.363, -1.568, -0.086], [0.399, -0.502, -0.043], [-1.002, -0.720, -0.062], [-3.629, -1.001, -0.618], [-3.914, 0.717, -0.090], [-3.204, -0.599, 1.100], [-2.137, 2.446, -0.371], [0.308, 3.143, -0.173], [2.494, 2.115, 0.281], [4.340, 0.432, -0.015], [3.560, -1.963, -0.282], [1.070, -2.543, 0.030], [-0.834, -2.738, 0.614], [-1.601, -1.944, -0.103]],
  "atomic_forces_ev_per_a": [[0.389, -0.347, 0.769], [-1.667, -0.460, -1.419], [-2.509, 1.763, -0.761], [-1.514, -0.949, -1.042], [3.239, 0.927, 2.218], [-1.326, -4.840, -0.918], [-0.924, 1.675, -1.635], [-1.362, 2.254, 1.104], [2.845, 3.555, -0.025], [1.041, 0.191, -0.875], [1.762, -0.333, 0.555], [1.080, 1.597, 0.718], [-0.531, 0.010, 0.547], [-1.257, 0.799, -1.154], [1.561, -1.022, 0.986], [0.032, -2.062, 0.250], [1.046, 2.355, 0.252], [-1.872, -1.240, 0.597], [0.011, -1.149, 0.008], [-0.733, -2.348, -0.282], [-3.472, 3.565, -3.342], [4.161, -3.941, 3.449]]
}


Repeat the fourth record exactly.
{
  "formula": "C4H4O2",
  "method": "ωB97M-V/def2-TZVPD",
  "e_lumo_ev": 0.552,
  "total_energy_ha": -305.095350,
  "species": ["O", "C", "C", "O", "C", "C", "H", "H", "H", "H"],
  "coordinates": [[-0.683, -0.946, -1.464], [-0.443, -0.949, -0.112], [0.719, -0.048, 0.263], [0.973, 0.867, -0.674], [-1.036, 0.144, 0.784], [-0.278, 1.202, 0.630], [-0.190, -0.168, -1.798], [-0.524, -1.951, 0.302], [1.448, -0.307, 1.032], [0.013, 2.157, 1.039]],
  "atomic_forces_ev_per_a": [[0.053, 0.143, -0.068], [0.099, -0.258, 0.153], [0.409, -0.173, -0.084], [-0.005, 0.003, 0.117], [0.008, 0.366, -0.081], [-0.308, 0.030, 0.339], [-0.109, -0.109, -0.049], [-0.003, 0.158, -0.036], [-0.128, 0.033, -0.115], [-0.016, -0.192, -0.176]]
}